1.
Molecular formula: C6H14Cl2NO2
Method: DFT, wB97M-V/def2-TZVPD

Geometry as XYZ:
```
25
Properties=species:S:1:pos:R:3:forces:R:3:mulliken_charge:R:1
C -2.724482 -1.062038 -1.489355 0.027 -0.790 -1.311 -1.251
C -2.763181 1.313105 -0.604001 -1.276 3.526 -0.491 -1.245
C -0.141727 0.170764 1.913093 1.332 -2.624 0.683 -0.939
C -2.357693 -0.100992 -0.408353 1.780 -0.493 1.935 0.335
C 0.173199 -0.074601 0.487174 -1.125 -1.304 -1.070 0.603
C 3.710979 -1.139165 0.862876 -0.200 1.160 0.840 0.254
N -0.854915 -0.250737 -0.343214 -0.881 0.501 -2.838 -0.084
O 1.282353 -0.410767 0.042049 1.223 0.602 0.661 -0.594
O 4.013050 0.055133 1.264147 -0.153 -3.211 -0.970 -0.102
Cl 4.968145 1.977380 -0.639154 -0.081 0.012 -0.354 -0.296
Cl 3.855118 -1.770948 -0.698046 0.131 0.806 1.286 0.089
H -2.452594 -2.168454 -1.221606 -0.488 2.181 -0.649 0.277
H -3.807104 -0.957204 -1.748614 0.942 -0.312 0.127 0.379
H -2.095966 -0.657488 -2.361918 -1.159 -1.166 0.569 0.367
H -3.769873 1.422639 -1.094745 0.812 -0.499 0.334 0.346
H -2.092879 1.991505 -1.266719 -0.735 -1.467 1.145 0.270
H -2.950039 1.878165 0.375761 0.704 -0.843 -1.206 0.302
H 0.891421 0.189701 2.362531 -1.373 0.091 0.235 0.227
H -0.702199 1.061316 2.119024 -0.430 0.182 0.161 0.333
H -0.685760 -0.854885 2.181833 0.953 2.453 0.050 0.270
H -2.715346 -0.438582 0.555430 -0.346 -0.154 0.268 0.292
H -0.585481 -0.390692 -1.344294 0.464 -0.025 1.529 0.218
H 3.903509 1.479423 -1.174770 0.081 0.306 -0.164 0.307
H 3.404394 -1.838293 1.673795 -0.038 0.567 -0.803 0.363
H 4.497074 0.575726 0.557085 -0.161 0.499 0.032 0.279
```
Forces are in eV/Å.

As for the HOMO energy: -12.843 eV. For the max |F|, the calculation gives 3.8 eV Å⁻¹. As for the total charge: +1. The frontier orbital gap is 7.5 eV. The value obtained for the electronic energy is -37070.5933 eV.



2.
Molecular formula: C7H9NO2S2
Method: DFT, wB97M-V/def2-TZVPD

Geometry as XYZ:
```
21
Properties=species:S:1:pos:R:3:forces:R:3:mulliken_charge:R:1
C 1.825074 -1.098709 2.539520 -0.662 5.308 2.969 -1.039
N 1.074843 -0.553888 1.471731 -2.656 -0.374 -1.912 0.103
C 1.091464 0.718378 0.928623 0.759 -1.157 1.627 0.041
O 1.803301 1.614556 1.308390 0.299 0.556 -0.119 -0.666
C 0.074341 0.777340 -0.122717 -1.587 0.669 -0.749 0.456
C -0.690875 -0.325068 -0.166587 1.951 -1.942 0.178 -0.119
S -1.792280 -0.828244 -1.475911 0.720 1.126 0.933 -0.089
C -1.450479 0.666934 -2.527910 -3.614 -1.424 1.825 -0.842
C -1.676073 2.009677 -1.856304 0.609 -1.806 3.956 -0.594
S -0.095988 2.314538 -0.984232 0.335 0.120 0.496 -0.073
C 0.024045 -1.407868 0.849382 0.863 4.015 -1.251 -0.191
O 0.572599 -2.534029 0.310773 -0.421 -0.335 -1.953 -0.531
H 2.500020 -0.223098 2.778618 0.158 -1.363 -0.236 0.334
H 1.309112 -1.208395 3.548859 -0.076 -0.244 -1.423 0.265
H 2.272897 -1.936023 2.230266 2.047 -3.209 -0.789 0.409
H -2.075982 0.401803 -3.345622 -0.679 0.439 -0.959 0.428
H -0.479424 0.568705 -2.798121 2.899 -0.058 -1.012 0.494
H -1.725067 2.720947 -2.557417 -0.147 2.836 -2.726 0.474
H -2.452794 2.282724 -1.056374 0.556 -1.420 -1.493 0.285
H -0.664878 -1.606332 1.581550 -1.724 -1.089 1.929 0.462
H 0.556142 -2.353947 -0.656516 0.371 -0.645 0.708 0.394
```
Forces are in eV/Å.

As for the HOMO energy: -8.250 eV. For the max |F|, the calculation gives 6.1 eV Å⁻¹. The frontier orbital gap is 8.7 eV. The value obtained for the electronic energy is -34659.0428 eV.